{
  "formula": "C9H22BCsNO",
  "method": "ωB97M-V/def2-TZVPD",
  "charge": -1,
  "de_lowest_ev": 0.000,
  "homo_lumo_gap_ha": 0.1805,
  "lumo_energy_ha": 0.0809,
  "e_homo_ev": -2.71,
  "fmax_ev_per_a": 7.0,
  "elements": ["Cs", "B", "H", "H", "H", "H", "C", "C", "C", "C", "C", "C", "N", "O", "C", "C", "C", "H", "H", "H", "H", "H", "H", "H", "H", "H", "H", "H", "H", "H", "H", "H", "H", "H", "H"],
  "positions_angstrom": [[0.5914, -19.9203, 34.7882], [-0.3347, -18.2545, 36.3627], [-0.6696, -18.6539, 35.4180], [-0.4933, -19.0070, 37.1195], [0.7243, -18.1343, 36.1948], [-0.8275, -17.3372, 36.6457], [-0.4952, -20.0665, 32.0158], [-0.5680, -21.5868, 32.1671], [0.7285, -22.1492, 31.4593], [1.0730, -23.5992, 31.7961], [1.2592, -23.7629, 33.2645], [0.0474, -23.2626, 34.1705], [-0.5001, -21.9188, 33.6254], [-1.4246, -21.1836, 34.4550], [0.6483, -23.0983, 35.5556], [-0.9636, -24.3809, 34.2350], [-1.8056, -22.2567, 31.4870], [-0.3152, -19.7878, 30.9775], [0.3143, -19.6998, 32.6469], [-1.3655, -19.4436, 32.2228], [1.5122, -21.4239, 31.6781], [0.5876, -22.0144, 30.3869], [2.0884, -23.6989, 31.4125], [0.3446, -24.2637, 31.3315], [2.1447, -23.1614, 33.4701], [1.7062, -24.7544, 33.3369], [1.5487, -23.7083, 35.6281], [-0.0312, -23.4228, 36.3437], [0.9221, -22.0581, 35.7320], [-1.7636, -24.1953, 34.9517], [-0.4941, -25.3166, 34.5386], [-1.4262, -24.4766, 33.2526], [-1.9022, -23.3423, 31.4770], [-1.8525, -21.9177, 30.4522], [-2.6912, -21.7755, 31.9022]]
}


{
  "formula": "C9H22BIO8P",
  "method": "ωB97M-V/def2-TZVPD",
  "charge": -1,
  "de_lowest_ev": 0.466,
  "homo_lumo_gap_ha": 0.2749,
  "lumo_energy_ha": 0.0920,
  "e_homo_ev": -4.98,
  "fmax_ev_per_a": 1.1,
  "elements": ["C", "C", "O", "B", "P", "O", "O", "O", "O", "C", "I", "H", "H", "H", "H", "H", "H", "H", "H", "C", "O", "C", "C", "O", "C", "C", "O", "C", "H", "H", "H", "H", "H", "H", "H", "H", "H", "H", "H", "H", "H", "H"],
  "positions_angstrom": [[1.8374, 1.3668, -1.3216], [1.5942, 2.7138, -2.0069], [0.3588, 3.2451, -1.6308], [-0.5932, 3.0252, -2.7399], [-2.3491, 2.2992, -2.2950], [-3.4294, 3.2783, -2.1753], [-2.7355, 1.2637, -3.4898], [-2.3068, 1.4363, -0.9047], [0.1261, 2.0045, -3.5987], [1.3811, 2.5518, -3.5265], [2.8888, 1.4942, -4.6306], [1.7107, 0.5544, -2.0267], [1.1298, 1.2225, -0.5149], [2.8393, 1.2863, -0.9088], [2.4086, 3.3954, -1.7732], [-0.8357, 4.0153, -3.4122], [-1.9609, 0.7241, -3.7285], [-2.0743, 0.5069, -1.0851], [1.3284, 3.5439, -3.9735], [2.3669, -0.2010, 2.3357], [1.1171, -0.6216, 2.8405], [0.0160, 0.1881, 2.4610], [-1.1118, -0.5735, 1.7976], [-0.8104, -1.1883, 0.5538], [0.0961, -2.2718, 0.5165], [-0.3311, -3.5433, 1.2222], [-0.3914, -3.4210, 2.6315], [-1.5805, -3.8717, 3.2355], [2.8566, 0.4903, 3.0302], [2.9973, -1.0852, 2.2252], [2.2729, 0.2765, 1.3567], [0.3352, 1.0015, 1.8030], [-0.3967, 0.6398, 3.3717], [-1.8744, 0.1729, 1.5629], [-1.5775, -1.2901, 2.4779], [1.0966, -1.9667, 0.8285], [0.1703, -2.5266, -0.5444], [0.4194, -4.3090, 0.9852], [-1.2921, -3.8758, 0.8158], [-2.4399, -3.7814, 2.5665], [-1.7693, -3.2538, 4.1152], [-1.4877, -4.9164, 3.5537]]
}


{
  "formula": "C9H22N2NaO5",
  "method": "ωB97M-V/def2-TZVPD",
  "charge": -1,
  "de_lowest_ev": 1.309,
  "homo_lumo_gap_ha": 0.1113,
  "lumo_energy_ha": 0.0595,
  "e_homo_ev": -1.41,
  "fmax_ev_per_a": 2.8,
  "elements": ["Na", "C", "O", "O", "O", "C", "C", "C", "O", "C", "N", "H", "H", "H", "H", "H", "H", "H", "H", "H", "H", "H", "C", "C", "C", "O", "C", "N", "H", "H", "H", "H", "H", "H", "H", "H", "H", "H", "H"],
  "positions_angstrom": [[1.4617, 0.4027, -0.8100], [3.4396, 2.5457, -0.0110], [4.3234, 3.4586, 0.1648], [2.1906, 2.8876, -0.2144], [3.7688, 1.2855, -0.0441], [-1.7337, 2.1604, 0.9974], [-1.7708, 1.9300, -0.5145], [-1.2740, 3.1336, -1.3266], [-1.9726, 4.3293, -1.0803], [-3.3342, 4.3070, -1.4882], [-0.9824, 0.7008, -0.7642], [-2.0433, 1.2792, 1.5655], [-2.3761, 2.9985, 1.2730], [-0.7277, 2.3907, 1.3533], [-2.7842, 1.6654, -0.8458], [-1.4207, 2.8880, -2.3912], [-0.1996, 3.2081, -1.1284], [-3.7969, 3.3217, -1.5660], [-3.3119, 4.7628, -2.4845], [-3.9290, 4.8946, -0.7917], [-1.5718, 0.0209, -0.2899], [-0.8887, 0.3535, -1.7156], [3.1164, -2.7249, 0.1228], [1.6127, -3.1023, 0.1033], [1.1136, -3.1532, 1.5318], [-0.3095, -3.0884, 1.6061], [-0.8951, -4.3737, 1.7881], [1.0032, -2.0369, -0.6811], [3.2055, -1.8189, 0.7268], [3.5947, -2.5769, -0.8437], [3.7568, -3.4814, 0.5982], [1.6609, -4.0501, -0.4524], [1.4314, -2.2368, 2.0321], [1.5274, -3.9754, 2.1166], [-1.9735, -4.4209, 1.6768], [-0.6050, -4.6688, 2.8065], [-0.4057, -5.0863, 1.1136], [0.0164, -1.9152, -0.4590], [1.0828, -2.2146, -1.6739]]
}


{
  "formula": "C9H22N3O4S",
  "method": "ωB97M-V/def2-TZVPD",
  "charge": -1,
  "homo_lumo_gap_ha": 0.1579,
  "lumo_energy_ha": 0.0582,
  "e_homo_ev": -2.71,
  "fmax_ev_per_a": 0.6,
  "elements": ["C", "C", "C", "C", "C", "C", "N", "C", "N", "C", "C", "N", "H", "H", "H", "H", "H", "H", "H", "H", "H", "H", "H", "H", "H", "H", "H", "H", "H", "H", "H", "H", "H", "H", "O", "S", "O", "O", "O"],
  "positions_angstrom": [[4.2319, -1.1553, 0.6440], [3.4613, -0.5067, -0.5046], [2.3131, 0.4197, -0.0535], [2.6798, 1.8931, -0.1980], [1.0440, 0.0394, -0.8249], [0.3351, -1.2561, -0.3527], [-0.7492, -1.0105, 0.5609], [-2.0313, -0.8563, -0.1796], [-2.7989, -2.0493, -0.2725], [-0.5742, 0.1751, 1.3825], [-0.7274, 1.4152, 0.5126], [0.0253, 1.1772, -0.7979], [5.0274, -0.5037, 1.0081], [4.6894, -2.0983, 0.3478], [3.5848, -1.3690, 1.4955], [4.1555, 0.0760, -1.1158], [3.0680, -1.2819, -1.1650], [2.1338, 0.2303, 1.0053], [2.6920, 2.2034, -1.2496], [3.6817, 2.0890, 0.1848], [2.0136, 2.5653, 0.3475], [1.3117, -0.0568, -1.8806], [1.1030, -1.9329, 0.0419], [-0.0866, -1.7383, -1.2351], [-2.6665, -0.1245, 0.3248], [-1.7867, -0.4096, -1.1829], [-3.7833, -1.7632, -0.4922], [-2.4110, -2.6948, -0.9538], [0.3622, 0.1411, 1.9420], [-1.3850, 0.2157, 2.1118], [-0.3772, 2.3554, 0.9360], [-1.7832, 1.5102, 0.2456], [0.5298, 2.0217, -1.0520], [-0.6755, 0.9993, -1.5204], [-5.3450, -1.0827, -0.2796], [-5.3556, 0.2588, 0.4030], [-5.3532, 0.0890, 1.8701], [-6.4941, 1.0605, -0.0624], [-4.0597, 0.9544, 0.0089]]
}